Model w:
18 unconnected molecules or ions with the total composition C8H32B2O32. Source: the OMol25 dataset; level of theory: ωB97M-V/def2-TZVPD.

The spin multiplicity is 1. As for the HOMO-LUMO gap: 0.3555 hartree. As for the LUMO energy: 3.81 eV. Its total charge is -2.

Each line ends with the Mulliken charge.
Geometry (Å):
O -0.053 -2.269 5.272  -0.6899
C -0.401 -1.428 4.475  0.3386
O -0.406 -0.231 4.767  -0.6823
B -1.316 0.449 3.780  1.3436
O -1.544 -0.617 2.806  -0.0264
C -1.052 -1.654 3.255  0.5690
O -1.179 -2.769 2.674  -0.8305
O -0.686 1.688 3.176  -0.1470
C -1.486 2.662 3.346  0.3275
O -1.519 3.693 2.729  -0.6006
C -2.649 2.199 4.011  0.6281
O -2.606 0.972 4.318  -0.6392
O -3.553 2.989 4.304  -0.7004
O 3.242 -2.271 -0.739  -0.8338
C 2.226 -1.758 -0.190  0.3149
O 1.542 -0.813 -0.648  1.1745
B 1.038 -0.073 0.531  -0.0534
O 1.365 -0.937 1.691  -0.4752
C 1.931 -1.941 1.183  0.5836
O 1.984 -3.034 1.744  -0.7564
O 1.577 1.256 0.646  -0.8434
C 0.651 2.073 0.644  -0.1487
O 0.894 3.227 0.366  -0.7349
C -0.573 1.434 0.360  0.7314
O -0.429 0.153 0.363  1.8316
O -1.533 1.912 -0.237  -0.1818
O -0.055 0.616 -3.067  -0.7769
H -0.397 -0.169 -2.611  0.1371
H 0.389 0.164 -3.767  0.2156
O 2.296 4.847 -1.281  -0.6505
H 1.726 5.638 -1.244  0.3009
H 2.208 4.460 -0.421  0.3725
O -3.009 0.412 -2.221  -0.9253
H -2.632 0.449 -3.119  0.3249
H -2.449 0.878 -1.593  0.2749
O -0.760 -2.997 0.008  -0.6342
H -1.094 -3.921 0.017  0.2464
H -0.888 -2.778 0.941  0.1324
O -1.161 -1.602 -2.324  -0.8340
H -1.914 -1.011 -2.335  0.6225
H -1.111 -1.945 -1.425  0.2748
O 3.727 -0.878 -3.140  -0.7294
H 4.165 -0.796 -2.291  0.2841
H 3.335 0.031 -3.092  0.4126
O -1.542 5.002 0.257  -0.7006
H -0.925 4.404 -0.140  0.2804
H -1.439 4.915 1.229  0.4467
O -3.364 -0.601 0.232  -0.8103
H -3.356 -0.082 -0.553  0.4512
H -2.516 -0.552 0.659  -0.0369
O 0.629 -5.323 2.466  -0.6555
H -0.018 -5.258 1.737  0.2823
H 1.138 -4.520 2.512  0.4402
O -3.128 3.440 -2.092  -0.7234
H -2.201 3.247 -2.234  0.2965
H -3.263 4.173 -1.430  0.3158
O 4.835 -4.093 -1.740  -0.6942
H 4.432 -3.377 -1.272  0.5853
H 4.428 -4.760 -1.218  0.3340
O -3.972 2.127 1.429  -0.7220
H -4.376 1.261 1.582  0.3614
H -3.178 2.045 0.888  0.0556
O -0.174 3.453 -2.463  -0.7315
H 0.745 3.478 -2.217  0.3675
H -0.258 2.508 -2.727  0.3790
O 1.481 -2.479 -3.541  -0.5491
H 1.400 -2.128 -4.450  0.2896
H 2.287 -1.983 -3.353  0.2924
O 2.812 -5.360 0.172  -0.6997
H 2.630 -4.848 0.943  0.3880
H 2.213 -4.946 -0.450  0.3230
O 2.475 1.441 -2.239  -0.8370
H 2.708 1.489 -1.309  0.4348
H 1.657 1.013 -2.341  0.2887



Model x:
A molecular structure, C8H32B2O32. Source: the OMol25 dataset; level of theory: ωB97M-V/def2-TZVPD.

The spin multiplicity is 1. As for the HOMO-LUMO gap: 0.2904 hartree. As for the LUMO energy: 3.23 eV. Its total charge is -2.

Each line ends with the Mulliken charge.
Geometry (Å):
O 14.238 37.515 3.110  0.2123
C 14.308 37.344 4.378  0.7990
O 13.928 38.215 5.258  -0.5073
B 14.419 37.739 6.555  1.6172
O 15.018 36.417 6.335  -0.5675
C 14.897 36.189 5.035  -0.0031
O 15.170 35.146 4.540  -0.7714
O 13.271 37.555 7.507  -0.4704
C 13.454 38.447 8.351  1.0358
O 12.545 38.849 9.009  -0.6375
C 14.721 38.990 8.264  -0.0316
O 15.307 38.632 7.235  -0.4196
O 15.289 39.521 9.211  -0.8837
O 10.596 40.016 2.468  -0.6961
C 10.241 39.334 3.455  0.5176
O 10.175 38.033 3.469  -0.5631
B 10.195 37.582 4.850  1.3707
O 10.086 38.894 5.579  -0.6404
C 10.072 39.793 4.675  0.6515
O 9.946 40.971 5.010  -0.6971
O 11.497 36.852 5.163  -0.0149
C 11.177 35.705 5.476  0.6320
O 11.910 34.765 5.680  -0.7031
C 9.665 35.582 5.588  0.3136
O 9.125 36.642 5.240  -0.5787
O 9.034 34.597 5.710  -0.6660
O 15.897 33.705 1.290  -0.7250
H 15.493 33.465 2.145  0.3734
H 16.659 34.373 1.575  0.3364
O 13.783 35.662 1.294  -0.5062
H 13.879 35.938 2.131  0.0375
H 14.364 34.961 1.249  0.3667
O 10.815 41.174 10.607  -0.6638
H 11.665 41.460 10.786  0.3580
H 10.740 40.590 9.797  0.3254
O 14.837 34.605 8.482  -0.5508
H 15.126 33.786 8.235  0.3043
H 15.059 35.082 7.763  0.3255
O 16.570 37.489 10.894  -0.6359
H 16.262 38.399 10.464  0.4033
H 16.593 37.613 11.827  0.2645
O 16.168 42.068 6.777  -0.5715
H 16.309 41.198 6.473  0.2767
H 16.804 42.487 6.156  0.2905
O 13.932 32.967 3.307  -0.6107
H 13.888 32.374 3.930  0.2607
H 14.247 33.707 3.834  0.4150
O 12.715 37.408 0.119  -0.7772
H 12.826 38.137 0.637  0.3209
H 13.210 36.658 0.570  0.4677
O 16.143 40.347 2.009  -0.7179
H 15.816 39.524 1.660  0.3194
H 15.249 40.970 2.214  0.3548
O 10.251 36.742 8.617  -0.5676
H 10.759 37.547 8.435  0.2514
H 9.349 37.000 8.611  0.2945
O 13.479 39.463 1.160  -0.7884
H 13.853 38.586 1.561  0.1782
H 12.594 39.608 1.473  0.3925
O 16.307 37.674 0.794  -0.5589
H 17.153 37.786 0.624  0.2598
H 16.241 36.801 1.195  0.1874
O 12.441 37.820 11.731  -0.6872
H 13.046 37.037 11.619  0.3151
H 12.163 38.162 10.849  0.3993
O 18.762 37.941 8.086  -0.6436
H 19.393 38.533 7.806  0.2560
H 17.826 38.085 7.693  0.3673
O 13.809 41.617 10.981  -0.6599
H 13.975 40.819 11.482  0.3340
H 14.346 41.326 10.304  0.3069
O 17.680 33.648 4.848  -0.6338
H 17.819 33.029 5.627  0.2972
H 16.889 34.038 5.030  0.3604



Most stable = model w



Model w:
A molecular structure, C38H35F9N2O2PPdSi. Source: the OMol25 dataset; level of theory: ωB97M-V/def2-TZVPD.

The spin multiplicity is 1. As for the HOMO-LUMO gap: 0.2403 hartree. As for the LUMO energy: 2.16 eV. Its total charge is -1.

Each line ends with the Mulliken charge.
Geometry (Å):
Pd -0.539 0.337 0.017  0.7886
C 4.476 0.317 0.938  -1.0379
C 3.236 0.299 0.282  -0.5960
N 2.102 0.052 0.893  0.4405
C 2.119 -0.199 2.211  -0.3069
C 3.309 -0.231 2.958  1.5546
C 4.507 0.047 2.282  -0.8756
C 3.274 -0.536 4.360  -0.8755
C 2.106 -0.806 4.973  -0.8333
C 0.866 -0.768 4.251  1.5038
C -0.366 -1.010 4.880  -0.8168
C -1.519 -0.933 4.147  -1.4155
C -1.437 -0.586 2.790  -0.5953
N -0.292 -0.335 2.183  0.5462
C 0.853 -0.448 2.884  -0.2928
H 5.379 0.533 0.384  0.4083
H 3.170 0.504 -0.781  0.4757
H 5.441 0.041 2.831  0.4088
H 4.207 -0.543 4.913  0.3949
H 2.075 -1.033 6.032  0.3854
H -0.384 -1.251 5.937  0.4117
H -2.488 -1.125 4.587  0.4489
H -2.330 -0.524 2.179  0.6037
F 0.828 9.787 -0.904  -0.2720
C -0.158 8.985 -1.365  0.8862
F -0.288 9.246 -2.678  -0.2875
F -1.293 9.416 -0.771  -0.2645
C 0.114 7.541 -1.084  0.3755
C -0.016 6.580 -2.079  -0.9472
C 0.232 5.252 -1.780  -0.5088
C 0.595 4.851 -0.493  0.5317
C 0.710 5.829 0.493  0.0856
C 0.477 7.164 0.201  -1.2558
P 0.876 3.031 -0.280  -0.3299
C -0.786 2.371 -0.523  0.8907
C -0.951 1.441 -1.634  -0.6556
C -2.282 1.164 -2.094  -0.5558
C -3.361 1.787 -1.553  0.3706
C -3.202 2.776 -0.532  -1.4988
C -1.967 3.058 -0.051  -0.5693
C -4.742 1.465 -2.003  0.6262
F -5.499 0.937 -1.011  -0.2473
F -4.787 0.591 -3.025  -0.3048
F -5.420 2.570 -2.417  -0.3040
C 1.165 2.995 1.537  0.9626
C 0.195 2.690 2.488  -0.2044
C 0.516 2.637 3.836  -0.6286
C 1.818 2.880 4.250  0.2840
C 2.799 3.187 3.317  -0.9825
C 2.468 3.244 1.974  -0.9300
C 2.148 2.855 5.711  0.8307
F 1.929 4.053 6.302  -0.3048
F 1.408 1.962 6.395  -0.2374
F 3.442 2.554 5.943  -0.2884
H -0.304 6.870 -3.080  0.4271
H 0.131 4.504 -2.559  0.3927
H 0.983 5.552 1.503  0.3145
H 0.573 7.915 0.976  0.3875
H -0.138 1.276 -2.339  0.5938
H -2.414 0.443 -2.891  0.4274
H -4.069 3.308 -0.164  0.3807
H -1.857 3.853 0.680  0.5827
H -0.810 2.451 2.172  0.2418
H -0.245 2.379 4.563  0.4127
H 3.818 3.364 3.638  0.4379
H 3.240 3.462 1.244  0.3936
C -5.532 -2.327 0.295  -1.5596
C -4.158 -2.333 -0.343  0.2670
O -3.225 -1.820 0.573  -0.3547
H -6.286 -2.713 -0.395  0.3887
H -5.808 -1.310 0.575  0.2922
H -5.533 -2.946 1.195  0.3684
H -4.177 -1.728 -1.261  0.1088
H -3.891 -3.358 -0.640  0.1778
H -2.320 -1.838 0.142  0.3446
C -0.419 -4.558 -1.156  -1.1186
Si -0.147 -2.734 -1.563  0.2281
C -0.829 -2.455 -3.304  -1.0447
C 1.718 -2.456 -1.675  -0.9354
O -0.832 -1.779 -0.487  -0.6661
H 0.024 -5.218 -1.908  0.3211
H -1.488 -4.780 -1.097  0.2506
H 0.022 -4.801 -0.186  0.2614
H -0.356 -3.104 -4.047  0.4284
H -0.662 -1.417 -3.608  0.2080
H -1.907 -2.637 -3.330  0.2709
H 2.192 -3.117 -2.408  0.4828
H 2.191 -2.623 -0.703  0.2131
H 1.921 -1.421 -1.965  0.0830



Model x:
A molecular structure, C38H35F9N2O2PPdSi. Source: the OMol25 dataset; level of theory: ωB97M-V/def2-TZVPD.

The spin multiplicity is 1. As for the HOMO-LUMO gap: 0.2093 hartree. As for the LUMO energy: 2.13 eV. Its total charge is -1.

Each line ends with the Mulliken charge.
Geometry (Å):
Pd 0.679 0.261 -0.658  -1.0185
C 5.382 0.299 -1.851  -0.7583
C 4.023 -0.015 -1.992  -0.3056
N 3.055 0.851 -1.796  -0.3167
C 3.383 2.106 -1.437  0.1985
C 4.718 2.526 -1.273  1.7104
C 5.728 1.575 -1.494  -0.8290
C 5.002 3.869 -0.866  -0.9587
C 4.005 4.745 -0.624  -0.9836
C 2.635 4.360 -0.777  1.8616
C 1.570 5.234 -0.511  -0.8072
C 0.282 4.790 -0.674  -0.8856
C 0.074 3.473 -1.102  -0.1604
N 1.051 2.630 -1.348  -0.2173
C 2.314 3.052 -1.192  -0.5543
H 6.131 -0.466 -2.008  0.3880
H 3.716 -1.017 -2.271  0.4009
H 6.764 1.862 -1.358  0.3784
H 6.040 4.157 -0.741  0.3662
H 4.218 5.756 -0.297  0.3581
H 1.779 6.242 -0.172  0.3874
H -0.567 5.430 -0.472  0.4366
H -0.930 3.076 -1.235  0.3066
F -8.003 2.221 -1.339  -0.2695
C -7.330 1.615 -2.342  0.8172
F -7.371 2.452 -3.396  -0.2953
F -8.068 0.535 -2.681  -0.2643
C -5.935 1.248 -1.944  0.4200
C -4.845 1.632 -2.709  -0.8365
C -3.568 1.274 -2.304  -0.4656
C -3.354 0.525 -1.149  0.6424
C -4.467 0.153 -0.391  0.0910
C -5.747 0.506 -0.784  -1.2735
P -1.577 0.118 -0.718  1.0493
C -1.601 -1.635 -1.315  0.3186
C -0.719 -1.977 -2.337  -0.5299
C -0.678 -3.268 -2.844  -1.0579
C -1.530 -4.232 -2.329  0.3454
C -2.419 -3.910 -1.312  -1.3395
C -2.458 -2.618 -0.820  -0.0434
C -1.489 -5.635 -2.844  0.8577
F -0.730 -6.450 -2.079  -0.2606
F -0.988 -5.716 -4.094  -0.2948
F -2.716 -6.202 -2.884  -0.2835
C -1.808 -0.024 1.098  0.9795
C -1.508 -1.164 1.840  0.3504
C -1.636 -1.158 3.221  -1.0965
C -2.054 -0.010 3.878  0.2762
C -2.327 1.146 3.155  -1.0018
C -2.203 1.130 1.778  -0.8580
C -2.161 0.019 5.368  0.7656
F -2.364 -1.201 5.902  -0.2948
F -1.051 0.512 5.962  -0.2636
F -3.183 0.800 5.793  -0.2873
H -4.990 2.217 -3.608  0.4378
H -2.712 1.580 -2.895  0.3932
H -4.329 -0.399 0.530  0.3215
H -6.601 0.214 -0.185  0.3775
H -0.045 -1.220 -2.724  0.3568
H 0.016 -3.519 -3.635  0.3939
H -3.083 -4.666 -0.912  0.4103
H -3.156 -2.378 -0.029  0.3589
H -1.122 -2.048 1.351  0.2323
H -1.388 -2.048 3.783  0.3787
H -2.637 2.048 3.666  0.4064
H -2.415 2.037 1.221  0.3667
C 2.529 -4.663 -0.419  -1.4731
C 2.177 -3.188 -0.468  0.8281
O 1.024 -2.936 0.285  -0.4691
H 3.389 -4.888 -1.056  0.4062
H 1.681 -5.261 -0.761  0.2151
H 2.762 -4.962 0.605  0.3401
H 2.023 -2.888 -1.520  -0.0962
H 3.019 -2.585 -0.099  -0.1785
H 1.145 -2.055 0.743  0.2047
C 2.253 -0.598 3.997  -1.0528
Si 2.314 0.172 2.263  0.1856
C 4.121 0.062 1.681  -0.8611
C 1.921 2.017 2.457  -0.6372
O 1.286 -0.549 1.288  0.3075
H 3.117 -0.318 4.607  0.3759
H 2.228 -1.689 3.923  0.3032
H 1.350 -0.281 4.527  0.0910
H 4.819 0.366 2.467  0.4731
H 4.288 0.710 0.817  -0.0638
H 4.371 -0.961 1.384  0.2782
H 2.389 2.445 3.351  0.4787
H 0.838 2.149 2.540  0.0803
H 2.260 2.595 1.591  -0.0645



Most stable = model w